DFT (ωB97M-V/def2-TZVPD) results for C2H3NO2 in the gas phase.

## Properties
LUMO: 0.906 eV
net charge: 0
gap between HOMO and LUMO: 10.48 eV
SMILES string: C1=NOCO1
energy relative to the best compared isomer or geometry (same formula, charge and spin): 290.2 kJ/mol
largest force on an atom: 3.6 eV Å⁻¹
energy: -7704.836 eV

Each line ends with the Löwdin charge.
Atoms and positions in Å:
C -1.070 0.066 -0.047  -0.300
N -0.585 -1.070 0.143  0.113
O 0.794 -0.851 -0.190  -0.103
C 1.028 0.482 0.108  -0.102
O -0.352 1.160 -0.062  0.020
H -2.102 0.243 -0.014  0.127
H 1.659 0.994 -0.524  0.106
H 1.246 0.488 1.191  0.138

Atomic forces in eV per Å
C -1.917 0.832 1.437
N 0.602 -1.157 -1.055
O 0.834 0.064 -0.394
C -2.659 -0.583 2.326
O 2.797 -0.690 -0.670
H -1.418 -0.045 -0.010
H 1.653 0.702 -1.314
H 0.107 0.877 -0.320